Record 1
Computed, not measured: a single C11H20N2OP2S molecule in a non-equilibrium geometry, with wB97M-V/def2-TZVPD.

For the total energy, the calculation gives -46166.34839 eV. Its total charge is 0. The SMILES is CC(C)CC[C@](C#N)(P(C)C)[C@](O)(C#N)[PH2]=S. The calculation puts the maximum force at 0.126 Eh/bohr. As for the HOMO energy: -8.314 eV. The calculation puts the frontier orbital gap at 8.3740 eV. The LUMO energy comes out at 0.060 eV.

Each line ends with the natural charge from an NBO analysis.
Positions of all 37 atoms, in Å:
C  3.48411  1.64496  -0.22662  -0.620
C  2.83847  0.31439  0.47973  -0.214
C  2.01837  0.85385  1.75246  -0.638
C  1.95288  -0.40122  -0.66223  -0.428
C  0.75905  -1.34005  -0.12006  -0.412
C  -0.72491  -0.86623  -0.63620  -0.406
C  -0.66742  -0.92300  -2.26168  0.262
N  -0.52385  -0.95652  -3.46503  -0.314
P  -0.89780  0.96840  -0.17961  0.746
C  -0.80198  2.11899  -1.67795  -0.933
C  -2.37133  1.34488  0.93740  -0.951
C  -1.91093  -1.83154  -0.14364  -0.055
O  -1.74988  -3.21641  -0.61274  -0.711
C  -3.33459  -1.36944  -0.77670  0.274
N  -4.23778  -0.77805  -1.31714  -0.286
P  -2.01426  -2.00621  1.78214  0.765
S  -3.88542  -1.63874  2.28320  -0.557
H  2.61689  2.17637  -0.78939  0.200
H  3.86292  2.40975  0.54320  0.220
H  4.26112  1.34104  -1.01047  0.217
H  3.74593  -0.30569  0.83023  0.210
H  2.80564  1.32999  2.46528  0.212
H  1.31186  1.72630  1.47382  0.236
H  1.50165  0.03648  2.37277  0.199
H  2.68776  -1.07356  -1.26210  0.228
H  1.60222  0.39447  -1.43099  0.230
H  0.71550  -1.44958  1.01956  0.226
H  0.98347  -2.40699  -0.52691  0.210
H  -0.43858  3.14992  -1.29799  0.253
H  -0.01635  1.78714  -2.46393  0.264
H  -1.78764  2.27075  -2.24318  0.241
H  -2.29428  0.88078  1.99697  0.258
H  -2.35746  2.49324  1.12099  0.261
H  -3.39076  1.12960  0.44640  0.255
H  -0.86072  -3.33689  -1.01598  0.490
H  -1.11332  -1.08671  2.44541  0.011
H  -1.76859  -3.38447  2.17097  0.058

Atomic forces in eV per Å
C -1.13 -0.21 -0.16
C 0.10 1.76 -0.23
C 1.11 0.65 0.51
C 0.85 -0.41 -0.02
C -0.26 -0.88 -0.66
C 0.09 -0.65 -2.60
C 0.62 -0.41 -3.26
N -0.79 0.21 6.45
P 1.25 1.23 1.31
C -0.47 0.64 -1.19
C -1.48 0.86 -0.23
C -0.20 -0.90 -1.81
O 0.62 1.35 0.24
C -1.52 2.86 -1.18
N 4.54 -3.26 2.70
P -2.62 0.33 0.56
S 0.76 -0.12 0.10
H 1.44 -0.81 0.89
H -0.21 -1.38 -1.18
H -0.92 0.61 1.25
H -1.71 0.56 -0.53
H -1.23 -0.89 -1.10
H 0.99 -1.83 0.38
H 0.53 1.25 -1.08
H -1.34 1.06 0.94
H 0.30 -1.39 1.51
H 0.21 0.47 -1.64
H -0.58 1.67 0.66
H -0.68 -1.76 -0.36
H -1.32 0.23 1.54
H 1.34 -0.24 0.78
H -0.05 0.55 -2.04
H 0.28 -1.86 -0.47
H 1.47 0.14 1.05
H -0.79 0.31 0.32
H 0.03 -0.83 -0.72
H 0.78 1.08 -0.73

---

Record 2
Computed, not measured: a molecular structure, C11H20N3O6PtS in a non-equilibrium geometry, with wB97M-V/def2-TZVPD.

For the total energy, the calculation gives -42563.26312 eV. Its total charge is +1. The calculation puts the maximum force at 0.032 Eh/bohr. As for the HOMO energy: -11.602 eV. The calculation puts the frontier orbital gap at 7.7217 eV. The LUMO energy comes out at -3.881 eV.

Each line ends with the natural charge from an NBO analysis.
Positions of all 42 atoms, in Å:
Pt  1.22280  -0.18719  -1.10616  0.976
O  4.44885  2.32187  -0.16581  -0.622
C  3.54832  1.39058  0.01798  0.831
O  3.38248  0.46273  -0.76492  -0.621
C  2.82585  1.54352  1.34593  -0.178
O  1.57400  0.92289  1.33562  -0.545
C  0.46066  1.79990  1.22425  -0.198
C  0.24504  2.37394  -0.19546  0.750
O  -0.57017  3.25579  -0.31765  -0.603
O  0.97935  1.84360  -1.13995  -0.785
H  4.92572  2.19949  -1.00416  0.520
H  2.77562  2.59919  1.61652  0.225
H  3.44422  1.02025  2.08230  0.230
H  0.51557  2.63451  1.92489  0.213
H  -0.41843  1.19882  1.46062  0.209
C  -3.31380  1.37942  -3.62418  -0.416
N  -2.75233  0.70666  -2.44918  -0.357
C  -3.55046  0.56080  -1.23479  -0.420
C  -1.50188  0.31639  -2.44908  0.562
O  -0.96603  -0.25790  -1.46871  -0.703
H  -4.38932  1.46364  -3.51102  0.228
H  -3.10849  0.80345  -4.52441  0.223
H  -2.89528  2.37867  -3.73803  0.229
H  -4.59620  0.73925  -1.46144  0.226
H  -3.21986  1.27312  -0.47741  0.231
H  -3.44024  -0.44772  -0.84040  0.211
H  -0.95698  0.50000  -3.37734  0.174
C  2.32135  -2.29795  1.99601  -0.413
N  0.94337  -2.26586  1.55960  -0.375
C  -0.15759  -2.31888  2.52324  -0.222
C  -1.40234  -2.27216  1.62379  -0.231
N  -0.82519  -2.51015  0.30013  -0.563
C  0.50131  -2.36488  0.31502  0.361
S  1.49541  -2.47196  -1.10047  -0.126
H  2.44393  -1.61162  2.83286  0.215
H  2.97032  -1.99485  1.17860  0.242
H  2.60401  -3.30265  2.31624  0.218
H  -0.09908  -1.47434  3.20902  0.221
H  -0.09722  -3.24264  3.10210  0.216
H  -1.89474  -1.29809  1.65817  0.204
H  -2.12868  -3.04241  1.87074  0.227
H  -1.34388  -2.32724  -0.54307  0.437

Atomic forces in eV per Å
Pt -0.29 1.53 -0.58
O 0.19 -0.03 0.03
C -0.30 0.02 0.13
O -1.01 -0.46 -0.32
C -0.05 -0.04 -0.16
O -0.01 -0.08 0.55
C -0.13 0.06 -0.53
C 0.10 -0.30 0.64
O 0.00 0.00 -0.33
O -0.22 -0.02 -0.21
H -0.06 -0.12 0.00
H 0.03 0.02 -0.02
H 0.12 0.12 -0.01
H 0.07 -0.04 0.06
H 0.01 0.03 0.09
C 0.13 0.10 -0.19
N -0.10 -0.11 0.18
C 0.06 0.01 0.15
C 0.16 0.20 -0.51
O 1.27 -0.24 0.55
H 0.00 -0.05 0.05
H 0.00 -0.02 0.02
H -0.02 0.01 0.08
H 0.01 0.01 -0.06
H 0.01 0.02 -0.02
H -0.02 0.00 -0.01
H 0.10 0.03 0.09
C 0.10 0.01 -0.01
N -0.08 0.09 0.03
C 0.00 -0.02 0.03
C -0.01 0.04 -0.04
N -0.20 0.09 0.13
C 0.17 -0.89 0.28
S -0.11 0.06 -0.01
H -0.03 0.03 -0.01
H -0.03 0.00 -0.03
H -0.02 0.00 0.01
H 0.01 -0.01 0.01
H 0.01 -0.01 -0.01
H 0.02 0.01 0.00
H 0.00 0.01 0.03
H 0.13 -0.04 -0.07

---

Record 3
Computed, not measured: a molecular structure, C11H20N4STcTe4 in a non-equilibrium geometry, with wB97M-V/def2-TZVPD.

For the total energy, the calculation gives -59885.01108 eV. Its total charge is +2. The calculation puts the maximum force at 0.040 Eh/bohr. Its spin multiplicity is 2. As for the HOMO energy (spin up / spin down): -12.883 / -12.876 eV. The calculation puts the frontier orbital gap (spin up / spin down) at 5.6640 / 5.6734 eV. The LUMO energy (spin up / spin down) comes out at -7.219 / -7.202 eV.

Each line ends with the natural charge from an NBO analysis.
Positions of all 41 atoms, in Å:
Tc  0.50484  -0.03604  0.27016  0.549
C  -1.35026  -2.17208  1.61429  -0.246
C  -2.49978  -1.31200  1.08761  -0.247
N  -2.03723  0.04068  0.76035  -0.594
C  -2.75920  0.63453  -0.36018  -0.238
C  -2.38489  -0.00628  -1.70345  -0.535
S  -0.65387  -0.61765  -1.84760  0.355
C  -0.87536  -2.42503  -1.56812  -0.525
C  -0.06704  -2.94258  -0.38764  -0.245
N  -0.11428  -2.07101  0.80742  -0.626
H  -1.68809  -3.21189  1.68894  0.222
H  -1.09991  -1.82495  2.62320  0.234
H  -3.28732  -1.29717  1.84974  0.235
H  -2.92538  -1.76316  0.19187  0.201
H  -2.13325  0.64585  1.57160  0.408
H  -2.53226  1.70101  -0.38059  0.213
H  -3.84602  0.53853  -0.23490  0.226
H  -2.50325  0.72669  -2.50005  0.264
H  -3.02465  -0.85311  -1.94666  0.244
H  -0.54509  -2.91878  -2.48306  0.267
H  -1.93781  -2.61686  -1.44840  0.233
H  0.98555  -3.01676  -0.67940  0.225
H  -0.42198  -3.95045  -0.14182  0.230
H  0.60670  -2.46375  1.42044  0.424
Te  1.30660  -1.43861  4.42218  0.028
Te  2.67136  -3.55172  3.30871  0.083
Te  3.98235  -1.82659  1.62382  0.044
Te  2.23097  0.16471  2.35575  0.252
N  3.44117  1.22938  0.04859  -0.829
C  2.51571  2.18622  -0.38489  0.384
C  2.91984  3.47817  -0.70933  -0.254
C  1.99163  4.38711  -1.17562  -0.085
C  0.66732  3.97138  -1.28847  -0.247
C  0.33702  2.69537  -0.89089  0.080
N  1.22565  1.79720  -0.42778  -0.512
H  4.38369  1.60275  0.12170  0.421
H  3.44293  0.39952  -0.53576  0.402
H  3.95997  3.74528  -0.60663  0.246
H  2.28904  5.38468  -1.45514  0.256
H  -0.08834  4.63510  -1.67604  0.256
H  -0.68706  2.35235  -0.93395  0.199

Atomic forces in eV per Å
Tc -1.44 -1.46 0.34
C -0.57 0.34 0.20
C 0.35 -0.56 0.11
N 1.45 0.50 0.16
C -0.05 0.11 -0.38
C 0.13 0.03 0.06
S -0.12 0.09 0.29
C 0.12 0.14 -0.04
C 0.04 -0.08 -0.34
N 0.31 -0.27 0.25
H 0.13 0.05 0.01
H 0.06 -0.14 -0.18
H 0.03 0.04 -0.18
H -0.05 0.09 0.03
H -0.04 -0.10 -0.06
H -0.05 -0.07 0.04
H 0.11 0.05 0.03
H -0.05 -0.06 -0.03
H 0.01 0.03 -0.05
H -0.07 -0.02 0.09
H -0.02 0.02 -0.06
H -0.10 -0.04 0.08
H 0.10 0.06 0.02
H 0.01 0.14 -0.02
Te 0.16 0.02 0.08
Te -0.20 -0.12 -0.09
Te -0.06 0.15 -0.05
Te -0.33 0.16 0.48
N 0.08 0.01 -0.24
C 0.06 0.18 0.00
C -0.10 -0.04 0.04
C -0.09 -0.40 0.16
C 0.00 -0.08 0.07
C -0.22 0.50 -0.31
N 0.34 0.64 -0.29
H -0.12 -0.11 -0.03
H 0.13 0.02 -0.07
H 0.11 0.01 -0.06
H 0.04 0.11 -0.04
H -0.12 0.01 0.03
H 0.04 0.03 -0.05